No. 1
Molecular formula: C35H51BrCl3GeN3O10P2PtS2Si3
Method: DFT, wB97M-V/def2-TZVPD

Geometry as ORCA input:
```
! wB97M-V def2-TZVPD RIJCOSX def2/J DEFGRID3
* xyz 1 6
Pt -0.09 0.25 0.66
C -1.62 -4.00 1.78
C -1.16 -2.71 1.14
O -1.44 -1.59 1.96
P 0.63 -2.73 0.80
O 1.27 -2.88 2.24
O 0.96 -4.13 0.13
O 1.23 -1.62 0.01
P -1.97 -2.42 -0.50
O -1.33 -3.65 -1.37
O -3.43 -2.55 -0.42
O -1.38 -1.14 -1.04
H -1.29 -4.04 2.82
H -1.19 -4.85 1.25
H -2.70 -4.06 1.72
H -2.40 -1.44 1.92
H 2.22 -3.04 2.21
H 0.55 -4.23 -0.74
H -2.06 -4.20 -1.65
Br 6.20 4.99 -2.21
C 5.64 3.61 -1.03
C 6.55 3.01 -0.17
C 6.12 2.00 0.67
C 4.80 1.58 0.65
C 3.90 2.18 -0.23
C 4.32 3.20 -1.07
C 2.47 1.72 -0.25
O 1.83 1.85 -1.33
O 2.01 1.27 0.82
H 7.59 3.33 -0.16
H 6.83 1.53 1.34
H 4.45 0.79 1.29
H 3.62 3.67 -1.73
Cl -5.97 1.14 5.47
C -4.37 0.58 5.76
C -3.77 -0.30 4.87
C -2.49 -0.73 5.11
C -1.78 -0.32 6.24
C -0.36 -0.79 6.46
C 0.62 0.38 6.16
N 0.30 0.92 4.87
C -0.41 2.07 4.64
C -0.66 2.12 3.30
N -0.11 1.01 2.72
C 0.45 0.31 3.68
O -0.11 -1.88 5.62
C 0.78 -2.87 6.09
C 0.54 -4.14 5.35
C -0.67 -4.78 5.33
Cl -2.11 -4.26 6.08
S -0.63 -6.26 4.42
C 1.04 -6.01 4.06
C 1.51 -4.86 4.61
C -2.41 0.55 7.12
Cl -1.60 1.08 8.56
C -3.70 1.01 6.89
H -4.31 -0.63 4.00
H -2.00 -1.41 4.43
H -0.23 -1.08 7.52
H 1.64 0.01 6.17
H 0.51 1.16 6.91
H -0.67 2.74 5.43
H -1.18 2.86 2.73
H 0.95 -0.63 3.56
H 0.62 -3.04 7.17
H 1.83 -2.55 5.95
H 1.57 -6.73 3.48
H 2.53 -4.52 4.50
H -4.17 1.69 7.58
C -2.89 1.39 -4.79
Si -2.61 0.16 -3.32
C -4.15 0.14 -2.20
C -2.14 -1.52 -4.11
Ge -0.25 0.88 -1.89
Si -0.83 3.61 -1.85
C 0.26 4.29 -0.44
C -2.68 4.00 -1.53
C -0.37 4.17 -3.63
Si 1.67 0.61 -3.99
C 1.79 -1.25 -3.58
C 3.37 1.48 -3.89
C 0.90 0.98 -5.71
H -3.51 0.91 -5.53
H -1.97 1.70 -5.28
H -3.42 2.29 -4.47
H -5.06 0.02 -2.78
H -4.25 1.05 -1.61
H -4.09 -0.69 -1.51
H -3.03 -2.10 -4.30
H -1.52 -2.09 -3.42
H -1.61 -1.40 -5.05
H 0.26 3.59 0.40
H -0.10 5.25 -0.09
H 1.29 4.41 -0.76
H -2.92 3.93 -0.47
H -3.34 3.31 -2.06
H -2.92 5.01 -1.86
H 0.66 3.94 -3.87
H -0.51 5.24 -3.72
H -1.01 3.69 -4.37
H 1.75 -1.40 -2.51
H 2.72 -1.68 -3.95
H 0.97 -1.81 -4.03
H 3.81 1.34 -2.91
H 3.28 2.54 -4.07
H 4.06 1.08 -4.63
H 0.08 0.32 -5.95
H 1.67 0.84 -6.47
H 0.55 2.00 -5.80
S -4.06 0.81 1.65
C -2.77 1.22 0.83
N -1.81 1.56 0.22
*
```

Kohn-Sham gap (spin up / spin down)   7.28 / 5.83 eV
LUMO energy (spin up / spin down)   -2.05 / -4.97 eV
Largest force on an atom   1.43 eV/A
E   -10779.3138 Eh

No. 2
Molecular formula: C35H51CsN7O2SSe
Method: DFT, wB97M-V/def2-TZVPD

Geometry as ORCA input:
```
! wB97M-V def2-TZVPD RIJCOSX def2/J DEFGRID3
* xyz -1 1
Cs -2.03 -1.12 -0.51
C 5.55 0.05 2.22
C 5.61 -1.14 1.25
C 6.76 -0.89 0.27
C 5.93 -2.41 2.04
C 4.27 -1.29 0.53
C 3.11 -1.51 1.26
C 1.86 -1.58 0.66
Se 0.35 -1.76 1.85
C -0.13 0.12 1.95
C 0.89 1.05 1.83
C 0.65 2.42 1.88
C -0.67 2.81 2.07
C -1.73 1.91 2.22
C -1.48 0.50 2.16
O -2.44 -0.38 2.31
C -3.16 2.43 2.40
C -3.22 3.96 2.50
C -3.76 1.89 3.71
C -4.01 2.05 1.19
C 1.81 3.39 1.69
C 2.85 3.17 2.80
C 1.36 4.85 1.74
C 2.48 3.13 0.33
C 1.67 -1.44 -0.76
O 0.52 -1.43 -1.30
C 2.89 -1.29 -1.51
C 4.10 -1.18 -0.85
C 2.92 -1.13 -3.04
C 4.01 -2.05 -3.65
C 1.62 -1.49 -3.77
C 3.26 0.33 -3.38
H 6.51 0.17 2.74
H 5.34 0.97 1.68
H 4.77 -0.09 2.97
H 7.70 -0.78 0.82
H 6.88 -1.72 -0.44
H 6.60 0.03 -0.31
H 6.88 -2.31 2.57
H 5.15 -2.63 2.77
H 6.00 -3.27 1.37
H 3.15 -1.60 2.34
H 1.89 0.69 1.67
H -0.89 3.87 2.12
H -2.64 4.34 3.35
H -2.87 4.45 1.59
H -4.26 4.26 2.65
H -3.25 2.34 4.56
H -4.82 2.15 3.77
H -3.65 0.81 3.79
H -3.65 2.58 0.30
H -4.00 0.99 0.96
H -5.06 2.35 1.34
H 2.41 3.35 3.79
H 3.23 2.15 2.79
H 3.70 3.85 2.68
H 0.90 5.10 2.70
H 2.22 5.50 1.60
H 0.64 5.07 0.95
H 2.85 2.11 0.25
H 1.77 3.29 -0.48
H 3.33 3.81 0.19
H 4.99 -1.00 -1.45
H 3.79 -3.09 -3.41
H 4.02 -1.94 -4.73
H 5.01 -1.82 -3.28
H 1.29 -2.50 -3.52
H 0.81 -0.82 -3.51
H 1.81 -1.43 -4.85
H 4.22 0.62 -2.96
H 3.30 0.47 -4.47
H 2.50 0.99 -2.97
N -3.33 -4.09 1.13
N -3.71 -2.92 1.80
C -4.97 -2.46 1.80
N -5.10 -1.22 2.29
S -6.28 -3.37 1.23
H -4.06 -4.27 0.44
H -3.36 -4.86 1.78
H -2.97 -2.24 2.00
H -4.25 -0.65 2.43
H -6.00 -0.79 2.21
N -5.32 -0.27 -4.66
C -5.33 1.08 -4.39
C -4.73 1.20 -3.17
N -4.36 -0.03 -2.70
C -4.71 -0.89 -3.61
C -4.54 -2.34 -3.52
N -3.91 -2.96 -2.55
C -3.96 -4.29 -2.86
C -4.63 -4.48 -4.03
N -4.99 -3.22 -4.45
H -5.66 -0.70 -5.50
H -5.74 1.80 -5.06
H -4.55 2.10 -2.61
H -3.51 -5.03 -2.22
H -4.87 -5.37 -4.59
H -5.53 -3.02 -5.27
*
```

Kohn-Sham gap   5.20 eV
LUMO energy   1.37 eV
Largest force on an atom   0.74 eV/A
E   -4717.9681 Eh